No. 1
{"formula": "C4H6O2", "method": "wB97M-V/def2-TZVPD", "e_homo_ev": -9.09, "e_lumo_ev": 0.5, "largest_force_ev_per_a": 0.9, "homo_lumo_gap_ev": 9.613, "elements": ["C", "O", "C", "C", "O", "C", "H", "H", "H", "H", "H", "H"], "xyz": [[1.8173, 0.3479, -0.2665], [1.3637, -0.0419, 1.4565], [0.7189, 0.5438, 0.5514], [-0.7592, 0.8421, 0.4914], [-1.2617, 0.1944, -0.6437], [-0.6919, -1.1083, -0.7554], [0.4096, -1.0408, -0.7717], [2.5848, 1.1132, -0.2253], [-0.9441, 1.9167, 0.3869], [-1.2294, 0.4878, 1.4224], [-1.0258, -1.7465, 0.0739], [-0.9821, -1.5084, -1.7198]], "nbo_charge": [-0.161, -0.473, 0.404, -0.146, -0.508, -0.298, 0.211, 0.188, 0.221, 0.192, 0.169, 0.200]}

No. 2
{"formula": "C7H9N", "method": "wB97M-V/def2-TZVPD", "e_homo_ev": -8.29, "e_lumo_ev": 0.3, "largest_force_ev_per_a": 7.1, "homo_lumo_gap_ev": 8.634, "smiles": "C1=C[C@@H]2C[C@@H]2C=NC1", "elements": ["C", "C", "C", "C", "C", "C", "N", "C", "H", "H", "H", "H", "H", "H", "H", "H", "H"], "xyz": [[-0.9573, -1.0695, 0.5210], [-0.0963, -1.2228, -0.4102], [1.3579, -0.7982, -0.3393], [1.8147, 0.0338, 0.7451], [1.1613, 0.6939, -0.5048], [-0.2004, 1.4483, -0.0089], [-1.1900, 0.8386, -0.5224], [-2.0096, -0.0214, 0.1719], [-0.3944, -0.7339, 1.5082], [-0.3844, -1.3617, -1.3808], [1.8970, -1.1307, -1.1789], [1.1851, 0.2485, 1.6216], [2.9981, 0.1823, 1.0842], [2.0745, 1.0702, -1.0703], [0.0240, 1.8045, 1.0894], [-2.3820, 0.1482, 1.1877], [-3.1090, -0.4825, -0.2530]], "nbo_charge": [-0.259, -0.056, -0.290, -0.420, -0.264, 0.151, -0.416, -0.278, 0.167, 0.192, 0.241, 0.223, 0.234, 0.235, 0.141, 0.192, 0.206]}

No. 3
{"formula": "C7H11NO2", "method": "wB97M-V/def2-TZVPD", "e_homo_ev": -9.20, "e_lumo_ev": 0.5, "largest_force_ev_per_a": 4.2, "homo_lumo_gap_ev": 9.678, "smiles": "C=C1C[C@@]12C[C@@H]2C.O=NO", "elements": ["C", "C", "C", "C", "C", "C", "C", "H", "H", "H", "H", "H", "H", "H", "H", "H", "H", "O", "N", "O", "H"], "xyz": [[-1.3119, 1.6058, -0.8202], [-0.1516, 1.1885, -0.2594], [0.9890, 1.6202, 0.5787], [0.6987, 0.1180, 0.0826], [0.5678, -1.2156, 0.7403], [1.4482, -1.0300, -0.4874], [2.8372, -1.3003, -0.2337], [-1.9178, 0.8321, -1.3255], [-1.4832, 2.6121, -0.6598], [0.9984, 1.9003, 1.6285], [1.6942, 2.2264, 0.0964], [-0.4249, -1.7128, 0.5609], [1.0786, -1.4069, 1.7686], [1.0059, -1.3518, -1.4743], [3.2577, -0.8975, 0.7148], [3.4663, -1.1617, -1.2101], [2.7822, -2.3882, -0.0112], [-4.7974, -0.7863, -0.7326], [-4.0236, 0.0406, -0.5122], [-3.4940, 0.0746, 0.7705], [-3.2199, 1.0326, 0.7850]], "nbo_charge": [-0.470, 0.054, -0.452, -0.111, -0.397, -0.209, -0.615, 0.222, 0.209, 0.220, 0.215, 0.225, 0.223, 0.222, 0.225, 0.217, 0.214, -0.260, 0.330, -0.554, 0.490]}

Q: Which formula does entry 1 have?
A: C4H6O2

Q: Number 2 is which compound?
A: C7H9N